(1)
A molecular structure, C10H22IMoO4P2 at a distorted geometry. Source: the Open Molecules 2025 dataset; level of theory: ωB97M-V/def2-TZVPD.

E_HOMO (alpha / beta) in Eh: -0.7472 / -0.7460
Energy relative to the best compared isomer or geometry (same formula, charge and spin) in eV: 0.404
E_LUMO (alpha / beta) in eV: -13.54 / -14.44

Structure (ORCA input):
```
! wB97M-V def2-TZVPD RIJCOSX def2/J DEFGRID3
* xyz 3 3
C 0.01 -1.00 -2.64
C -0.13 0.08 -1.65
H 0.08 -0.54 -3.68
H -0.85 -1.72 -2.70
H 0.90 -1.65 -2.51
O -0.29 1.29 -1.95
I -0.21 -2.50 0.62
Mo 0.03 0.67 0.68
P 2.13 -0.06 0.09
C 2.99 1.45 0.64
C 2.95 -1.37 1.11
H 4.02 -1.38 0.85
H 4.09 -0.32 -1.18
H 2.48 -2.32 0.83
H 2.79 -1.34 -1.89
H 2.61 1.77 1.62
H 2.80 -1.12 2.16
C 3.03 -0.35 -1.47
H 4.04 1.15 0.69
H 2.82 0.46 -2.19
H 2.85 2.22 -0.13
P -2.37 -0.15 0.03
C -3.13 1.48 0.20
C -3.06 -0.65 -1.58
H -2.92 -2.27 1.00
H -4.37 -1.23 0.74
H -3.25 -0.94 2.13
C -3.33 -1.26 1.09
H -2.77 -1.67 -1.84
H -4.15 -0.61 -1.45
H -4.19 1.27 0.10
H -2.81 2.13 -0.61
H -2.76 0.02 -2.38
H -2.92 1.97 1.16
C -0.19 2.84 1.15
O 0.41 3.83 0.88
O 0.61 1.49 2.79
C -0.25 2.26 3.26
O -1.00 3.00 2.50
H -0.41 2.21 4.33
*
```


(2)
A molecular structure, C8F24InO24S8 at a distorted geometry. Source: the Open Molecules 2025 dataset; level of theory: ωB97M-V/def2-TZVPD.

E_HOMO in Eh: 0.0964
E_LUMO in eV: 5.75

Structure (ORCA input):
```
! wB97M-V def2-TZVPD RIJCOSX def2/J DEFGRID3
* xyz -5 1
In 0.14 0.67 0.24
C -3.16 -2.71 2.86
F -2.79 -3.46 1.78
F -4.10 -1.88 2.59
F -3.58 -3.51 3.88
S -1.57 -1.81 3.40
O -1.91 -0.86 4.45
O -0.55 -2.79 3.90
O -1.07 -1.10 2.20
C 3.46 -3.43 0.36
F 4.08 -3.72 1.56
F 3.87 -2.18 -0.13
F 3.66 -4.49 -0.56
S 1.54 -3.38 0.80
O 1.11 -1.98 0.80
O 0.92 -4.26 -0.23
O 1.28 -3.99 2.10
C -3.70 -2.01 -3.00
F -4.26 -0.93 -3.43
F -4.25 -2.27 -1.80
F -4.03 -3.02 -3.83
S -1.76 -1.75 -2.94
O -1.36 -1.00 -4.17
O -1.42 -0.99 -1.70
O -1.25 -3.15 -3.06
C 3.80 -0.89 -3.69
F 4.07 -1.93 -4.44
F 4.63 -0.99 -2.68
F 3.91 0.28 -4.32
S 2.02 -0.96 -3.06
O 1.73 -2.34 -2.64
O 2.02 0.05 -1.97
O 1.17 -0.51 -4.18
C 3.74 -0.06 4.45
F 3.89 -0.42 5.73
F 3.92 1.28 4.26
F 4.58 -0.90 3.77
S 1.99 -0.66 3.93
O 0.95 -0.19 4.88
O 1.76 -0.04 2.60
O 2.00 -2.14 3.87
C -4.29 2.54 -2.64
F -4.83 3.71 -3.22
F -4.62 2.59 -1.38
F -4.75 1.42 -3.11
S -2.33 2.62 -2.74
O -1.96 2.31 -4.12
O -2.09 4.04 -2.44
O -1.75 1.71 -1.78
C -3.09 2.61 3.91
F -3.57 1.38 3.90
F -3.64 3.27 2.87
F -3.45 3.24 5.01
S -1.17 2.64 3.89
O -0.71 4.00 4.14
O -0.89 1.71 5.04
O -0.76 1.94 2.60
C 3.23 3.65 -2.75
F 3.78 2.55 -3.22
F 3.51 3.83 -1.46
F 3.69 4.72 -3.43
S 1.34 3.51 -2.91
O 0.86 4.87 -2.79
O 1.08 2.83 -4.17
O 0.92 2.73 -1.76
*
```


(3)
3 unconnected molecules or ions with the total composition C5H13N3O at a distorted geometry. Source: the Open Molecules 2025 dataset; level of theory: ωB97M-V/def2-TZVPD.

E_HOMO (alpha / beta) in Eh: -0.3071 / -0.3069
Energy relative to the best compared isomer or geometry (same formula, charge and spin) in eV: 6.813
E_LUMO (alpha / beta) in eV: 0.48 / 0.67

Structure (ORCA input):
```
! wB97M-V def2-TZVPD RIJCOSX def2/J DEFGRID3
* xyz 0 1
C -3.07 0.20 0.22
N -1.69 0.28 -0.20
C -1.28 2.45 -1.16
O -1.16 -0.96 0.06
N -1.03 2.41 0.04
H -0.22 -0.88 -0.21
H -3.12 0.00 1.30
H -3.60 -0.60 -0.31
H -3.54 1.17 0.02
H -1.64 1.37 -1.52
H -1.18 3.28 -1.85
C 1.71 0.45 1.06
N 2.52 -2.40 0.37
C 2.07 -1.48 -0.55
C 1.74 -0.20 -0.30
H 2.40 -2.18 1.35
H 2.36 -3.37 0.16
H 2.10 -1.83 -1.57
H 1.53 0.43 -1.15
H 0.92 1.19 1.11
H 1.53 -0.27 1.86
H 2.66 0.95 1.28
*
```


(4)
20 unconnected molecules or ions with the total composition C26H31BrCl57FIO6PS2 at a distorted geometry. Source: the Open Molecules 2025 dataset; level of theory: ωB97M-V/def2-TZVPD.

E_HOMO in Eh: -0.3471
E_LUMO in eV: -1.30

Structure (ORCA input):
```
! wB97M-V def2-TZVPD RIJCOSX def2/J DEFGRID3
* xyz 0 1
C 1.79 1.80 -0.04
C 0.48 0.83 0.30
I 1.13 -0.83 1.65
C 0.04 0.12 -1.10
C -1.50 -0.31 -1.29
P -1.46 -2.17 -1.88
O -0.83 -3.08 -0.51
Br -3.53 -2.92 -2.41
C -2.48 -0.27 0.01
C -3.59 0.93 0.04
S -2.99 2.56 0.77
O -1.89 3.27 -0.06
O -4.21 3.53 0.83
F -2.47 2.27 2.42
C -4.32 1.29 -1.37
O -4.00 0.41 -2.50
S -2.31 0.62 -2.74
O -1.77 -0.11 -4.03
O -1.85 2.09 -2.86
H 2.44 2.02 0.91
H 1.36 2.76 -0.57
H 2.43 1.24 -0.87
H -0.36 1.38 0.90
H 0.34 0.85 -1.99
H 0.74 -0.84 -1.25
H -1.54 -3.21 0.19
H -1.95 -0.27 1.06
H -3.11 -1.28 -0.01
H -4.45 0.56 0.78
H -5.50 1.20 -1.21
H -4.14 2.44 -1.62
C -1.77 -4.87 2.78
Cl -0.35 -3.83 2.52
Cl -2.30 -4.79 4.47
Cl -3.08 -4.40 1.69
H -1.48 -5.90 2.56
C -0.97 -8.85 5.45
Cl -1.68 -8.27 3.93
Cl 0.61 -9.60 5.16
Cl -0.81 -7.51 6.60
H -1.64 -9.60 5.88
C 0.05 -6.50 -0.29
Cl 1.32 -7.63 -0.79
Cl -1.17 -6.34 -1.56
Cl -0.69 -7.01 1.23
H 0.51 -5.52 -0.14
C -5.02 1.44 4.83
Cl -4.17 -0.10 4.61
Cl -6.12 1.75 3.48
Cl -5.90 1.44 6.37
H -4.27 2.24 4.86
C 4.97 -8.78 -0.13
Cl 5.92 -8.69 -1.62
Cl 5.22 -10.35 0.67
Cl 5.39 -7.45 0.96
H 3.91 -8.70 -0.38
C -3.70 -10.41 1.24
Cl -4.52 -9.84 2.71
Cl -3.08 -9.04 0.30
Cl -2.38 -11.52 1.65
H -4.42 -10.95 0.63
C -5.14 1.16 10.14
Cl -6.55 1.94 10.87
Cl -3.71 2.20 10.29
Cl -4.84 -0.41 10.89
H -5.34 1.01 9.08
C -2.03 6.66 -1.74
Cl -2.73 7.23 -3.26
Cl -0.45 5.90 -2.03
Cl -1.87 7.99 -0.58
H -2.69 5.91 -1.31
C 4.73 -1.06 -1.13
Cl 5.28 0.59 -1.45
Cl 4.50 -1.32 0.61
Cl 3.23 -1.40 -2.01
H 5.49 -1.76 -1.49
C 1.65 -9.50 -4.47
Cl 0.90 -10.55 -3.25
Cl 0.69 -8.03 -4.70
Cl 3.31 -9.09 -4.00
H 1.68 -10.04 -5.42
C -6.41 5.81 -0.88
Cl -5.10 6.29 -1.96
Cl -7.77 6.95 -0.99
Cl -6.96 4.16 -1.25
H -6.04 5.82 0.15
C 0.48 9.69 -4.97
Cl 1.75 8.55 -5.47
Cl -0.74 9.84 -6.24
Cl -0.26 9.17 -3.45
H 0.94 10.66 -4.81
C 3.84 4.46 2.98
Cl 3.46 4.51 4.71
Cl 4.00 2.79 2.43
Cl 2.59 5.31 2.05
H 4.79 4.97 2.82
C -11.79 7.05 0.20
Cl -13.07 6.44 -0.87
Cl -10.91 8.38 -0.59
Cl -12.47 7.59 1.74
H -11.09 6.24 0.39
C 9.31 -0.61 -1.89
Cl 8.03 -1.23 -2.95
Cl 10.19 0.71 -2.67
Cl 8.63 -0.08 -0.34
H 10.01 -1.43 -1.69
C 5.37 5.06 8.02
Cl 6.00 5.06 6.37
Cl 3.59 5.03 8.00
Cl 6.00 3.68 8.93
H 5.69 5.98 8.52
C 2.90 -6.73 -7.98
Cl 4.66 -6.93 -7.91
Cl 2.09 -8.30 -7.89
Cl 2.35 -5.67 -6.67
H 2.65 -6.26 -8.93
C 11.85 2.32 0.53
Cl 11.03 2.89 1.99
Cl 12.46 3.70 -0.41
Cl 13.17 1.22 0.94
H 11.13 1.78 -0.09
C 1.66 10.01 -9.17
Cl 0.95 10.58 -10.69
Cl 3.23 9.25 -9.46
Cl 1.82 11.34 -8.02
H 0.99 9.26 -8.74
*
```


(5)
A single C4H8O2 molecule. Source: the Open Molecules 2025 dataset; level of theory: ωB97M-V/def2-TZVPD.

E_HOMO in Eh: -0.3782
Energy relative to the best compared isomer or geometry (same formula, charge and spin) in eV: 1.959
SMILES string: C[C@H]1O[C@H]1CO
E_LUMO in eV: 1.06

Structure (ORCA input):
```
! wB97M-V def2-TZVPD RIJCOSX def2/J DEFGRID3
* xyz 0 1
C 1.89 0.71 -0.03
C 0.91 -0.32 0.47
O -0.11 0.09 1.38
C -0.51 -0.42 0.10
C -1.31 0.58 -0.70
O -2.51 0.84 0.00
H 1.41 1.62 -0.39
H 2.48 0.28 -0.85
H 2.58 0.98 0.77
H 1.38 -1.26 0.77
H -0.97 -1.41 0.15
H -1.59 0.17 -1.67
H -0.74 1.50 -0.86
H -2.25 1.01 0.91
*
```


(6)
12 unconnected molecules or ions with the total composition C31H47N12O at a distorted geometry. Source: the Open Molecules 2025 dataset; level of theory: ωB97M-V/def2-TZVPD.

E_HOMO in Eh: -0.0731
E_LUMO in eV: 1.93

Structure (ORCA input):
```
! wB97M-V def2-TZVPD RIJCOSX def2/J DEFGRID3
* xyz -1 1
C 0.86 -0.39 1.64
C 0.83 0.24 0.59
C 0.67 0.94 -0.65
C 1.23 0.00 -1.74
C 2.73 -0.07 -1.53
N 3.35 -1.14 -1.24
C -0.80 1.27 -0.91
C -1.68 0.13 -1.46
O -1.46 -1.13 -0.86
C -2.35 -1.42 0.19
C -3.36 -2.47 -0.33
H 1.13 -0.59 2.64
H 1.04 0.38 -2.75
H 0.88 -1.04 -1.62
H 3.32 0.84 -1.58
H 2.67 -1.90 -1.20
H -1.24 1.74 -0.02
H -0.81 2.05 -1.69
H -2.73 0.42 -1.29
H -1.59 0.08 -2.55
H -2.84 -0.55 0.61
H -1.78 -1.91 0.97
H -3.78 -3.07 0.48
H -2.77 -3.15 -0.96
H -4.11 -2.01 -0.98
C 4.75 -0.48 2.03
C 4.55 -0.48 3.48
N 4.39 -0.48 4.62
H 3.79 -0.44 1.52
H 5.34 0.39 1.74
H 5.28 -1.38 1.73
C -3.63 -3.00 -4.32
C -4.20 -1.66 -4.16
N -4.65 -0.61 -4.04
H -3.89 -3.40 -5.30
H -2.55 -2.96 -4.22
H -4.03 -3.66 -3.54
C 2.35 3.86 -3.08
C 3.11 3.33 -1.96
N 3.68 2.91 -1.05
H 2.83 3.57 -4.02
H 1.34 3.45 -3.06
H 2.31 4.94 -3.03
C -7.24 -4.39 -0.55
C -6.10 -4.64 -1.44
N -5.20 -4.84 -2.12
H -7.84 -5.28 -0.46
H -6.88 -4.09 0.43
H -7.85 -3.58 -0.96
C 0.62 -2.60 5.49
C -0.30 -2.27 4.40
N -1.00 -2.00 3.53
H 0.06 -2.87 6.38
H 1.25 -3.44 5.20
H 1.25 -1.75 5.72
C -5.50 1.16 1.19
C -6.66 0.27 1.17
N -7.58 -0.43 1.15
H -5.65 1.94 1.94
H -4.61 0.60 1.44
H -5.37 1.63 0.22
C 2.63 -5.65 7.93
C 1.89 -4.39 8.07
N 1.32 -3.40 8.18
H 2.31 -6.16 7.03
H 3.70 -5.44 7.86
H 2.45 -6.28 8.79
C -7.63 1.57 5.12
C -6.28 2.10 4.94
N -5.22 2.52 4.78
H -7.59 0.50 5.29
H -8.10 2.05 5.98
H -8.23 1.77 4.23
C 7.72 -3.07 0.39
C 8.01 -2.05 1.40
N 8.24 -1.25 2.19
H 6.89 -3.69 0.72
H 7.46 -2.59 -0.55
H 8.60 -3.70 0.23
C 3.37 3.74 -7.36
C 3.80 4.77 -6.42
N 4.13 5.58 -5.68
H 2.60 3.12 -6.90
H 2.97 4.20 -8.26
H 4.22 3.11 -7.63
C 4.81 9.28 -4.98
C 3.84 10.36 -5.16
N 3.08 11.21 -5.30
H 5.11 9.22 -3.94
H 4.37 8.33 -5.28
H 5.69 9.47 -5.60
*
```


(7)
A gas-phase ion, C5H13N2 (charge +1) at a distorted geometry. Source: the Open Molecules 2025 dataset; level of theory: ωB97M-V/def2-TZVPD.

E_HOMO in Eh: -0.4944
Energy relative to the best compared isomer or geometry (same formula, charge and spin) in eV: 3.764
SMILES string: C=C(CC[NH3+])NC
E_LUMO in eV: -3.28

Structure (ORCA input):
```
! wB97M-V def2-TZVPD RIJCOSX def2/J DEFGRID3
* xyz 1 1
C -1.68 -1.21 -1.29
C -0.68 -0.63 -0.60
C 0.05 -1.26 0.69
C 1.49 -0.87 1.03
N 1.55 0.63 1.06
N -0.18 0.73 -0.90
C -1.09 1.79 -0.59
H -2.27 -0.70 -2.03
H -1.73 -2.29 -1.56
H -0.71 -1.03 1.44
H -0.04 -2.37 0.49
H 1.72 -1.16 2.13
H 2.38 -1.34 0.44
H 2.46 1.06 0.63
H 1.54 1.03 2.11
H 0.84 0.84 0.20
H 0.40 0.58 -1.79
H -1.87 2.01 -1.43
H -1.58 1.52 0.29
H -0.58 2.69 -0.31
*
```


(8)
A molecular structure, C12H36NaO16P4 at a distorted geometry. Source: the Open Molecules 2025 dataset; level of theory: ωB97M-V/def2-TZVPD.

E_HOMO in Eh: -0.4735
Energy relative to the best compared isomer or geometry (same formula, charge and spin) in eV: 0.234
E_LUMO in eV: -2.40

Structure (ORCA input):
```
! wB97M-V def2-TZVPD RIJCOSX def2/J DEFGRID3
* xyz 1 1
Na -42.60 -2.02 1.81
C -39.38 -3.42 2.82
O -38.58 -2.45 2.14
P -39.11 -0.96 1.94
O -40.55 -0.79 1.77
O -38.23 -0.46 0.75
C -38.43 -1.03 -0.55
O -38.56 -0.17 3.16
C -37.14 -0.11 3.44
H -38.97 -3.59 3.81
H -39.38 -4.34 2.24
H -40.43 -3.12 2.84
H -38.85 -0.26 -1.20
H -39.08 -1.90 -0.52
H -37.46 -1.32 -0.94
H -36.92 0.89 3.79
H -36.56 -0.29 2.55
H -36.91 -0.82 4.23
C -46.32 -3.86 -0.79
O -45.51 -3.23 -1.78
P -44.73 -1.89 -1.55
O -43.83 -1.87 -0.39
O -45.79 -0.73 -1.54
C -46.65 -0.51 -0.41
O -44.07 -1.71 -2.94
C -42.66 -1.39 -3.03
H -46.14 -3.46 0.21
H -46.06 -4.92 -0.77
H -47.37 -3.74 -1.06
H -46.61 0.54 -0.16
H -46.32 -1.09 0.46
H -47.65 -0.84 -0.67
H -42.58 -0.38 -3.44
H -42.21 -2.08 -3.73
H -42.19 -1.42 -2.06
C -38.76 -4.75 -1.42
O -40.12 -4.72 -1.89
P -41.28 -4.31 -0.93
O -41.10 -3.04 -0.21
O -41.44 -5.57 0.00
C -42.63 -5.77 0.77
O -42.56 -4.30 -1.85
C -42.64 -5.14 -3.01
H -38.23 -3.92 -1.87
H -38.32 -5.68 -1.77
H -38.70 -4.72 -0.33
H -42.35 -5.92 1.81
H -43.16 -6.65 0.40
H -43.29 -4.90 0.70
H -43.69 -5.26 -3.24
H -42.21 -6.13 -2.81
H -42.09 -4.70 -3.84
C -47.05 -1.57 3.37
O -46.80 -0.23 2.96
P -45.37 0.41 3.05
O -44.26 -0.53 2.82
O -45.53 1.57 2.03
C -44.60 2.67 1.96
O -45.29 1.17 4.42
C -45.13 0.48 5.65
H -46.14 -2.10 3.65
H -47.52 -2.14 2.56
H -47.75 -1.59 4.21
H -45.16 3.58 2.14
H -44.23 2.72 0.94
H -43.79 2.55 2.67
H -44.72 1.17 6.38
H -44.44 -0.36 5.55
H -46.09 0.11 6.02
*
```


(9)
A gas-phase ion, C7H6IO3 (charge -1) at a distorted geometry. Source: the Open Molecules 2025 dataset; level of theory: ωB97M-V/def2-TZVPD.

E_HOMO (alpha / beta) in Eh: -0.1553 / -0.0922
Energy relative to the best compared isomer or geometry (same formula, charge and spin) in eV: 2.812
E_LUMO (alpha / beta) in eV: 2.81 / 2.91

Structure (ORCA input):
```
! wB97M-V def2-TZVPD RIJCOSX def2/J DEFGRID3
* xyz -1 1
C -1.01 -1.13 0.15
C -1.40 0.16 0.15
C -0.64 -2.46 -0.18
C 1.15 0.35 0.65
C 1.18 1.73 0.00
C -0.21 -0.11 1.01
C 0.47 1.78 -1.35
O 0.20 -3.18 0.34
O -1.33 -2.88 -1.43
O 0.91 2.11 -2.44
I -3.39 1.06 0.64
H 1.68 -0.24 0.05
H 1.75 0.49 1.64
H 0.67 2.32 0.70
H 2.11 2.21 -0.07
H -0.44 -0.08 2.05
H -1.70 -2.14 -1.91
*
```


Number 1: DFT total energy -1742.52340 Ha. Number 2: DFT total energy -7882.52634 Ha. Number 3: DFT total energy -437.60372 Ha. Number 4: DFT total energy -31800.65151 Ha. Number 5: DFT total energy -307.64044 Ha. Number 6: DFT total energy -1941.50599 Ha. Number 7: DFT total energy -307.48328 Ha. Number 8: DFT total energy -3210.66529 Ha. Number 9: DFT total energy -793.62287 Ha.